Molecular formula: C17H45F6NO12S2V
Method: DFT, ωB97M-V/def2-TZVPD

Values from the calculation:
- Energy relative to the best compared isomer or geometry (same formula, charge and spin): 0.0 kJ/mol
- HOMO level (spin up / spin down): -9.29 / -9.69 eV
- Charge: 0
- E_tot: -3971.82347 a.u.
- Multiplicity: 4
- Orbital gap (spin up / spin down): 8.12 / 8.39 eV

Cartesian coordinates (Å):
V 6.10408 -10.36772 -10.50148
C 5.76267 -10.01260 -7.32224
O 6.50295 -10.38689 -8.46651
H 4.67976 -10.05274 -7.45538
H 6.13217 -10.63035 -6.49784
H 6.03237 -8.97077 -7.09274
C 1.97490 -11.59469 -9.44162
F 2.22146 -11.20808 -8.19119
F 2.57620 -12.74720 -9.69075
F 0.67325 -11.73124 -9.60847
S 2.62747 -10.22840 -10.54116
O 1.77308 -9.11685 -10.30447
O 3.99476 -10.00139 -10.06686
N 2.80912 -10.79555 -12.02912
S 1.49255 -10.67369 -12.95096
O 1.59330 -11.60464 -14.02903
O 0.23656 -10.58750 -12.27840
C 1.81001 -9.02756 -13.81253
F 1.09541 -8.99637 -14.92823
F 1.48412 -7.98740 -13.04849
F 3.11484 -8.93969 -14.09386
C 5.89130 -5.74876 -10.62716
C 5.16072 -7.06840 -10.44826
O 6.10082 -8.14073 -10.16576
H 6.76837 -5.97117 -11.23740
H 6.17826 -5.30064 -9.67967
H 5.25310 -5.08302 -11.20746
H 4.60062 -7.39705 -11.32329
H 4.40337 -7.03879 -9.65984
H 6.50547 -7.93999 -9.31210
C 8.68196 -10.72493 -3.72826
C 8.71340 -11.49597 -2.42517
O 8.23794 -12.83960 -2.55388
H 9.10756 -9.72454 -3.69512
H 7.64631 -10.67655 -4.07982
H 9.25973 -11.31249 -4.44620
H 8.19441 -11.02760 -1.58348
H 9.75190 -11.67003 -2.12733
H 7.48708 -12.85682 -3.16258
C 9.08166 -12.55844 -11.90262
C 8.74045 -11.09418 -11.95413
O 8.24399 -10.58218 -10.68735
H 9.94254 -12.72126 -11.24744
H 9.44455 -12.93134 -12.86331
H 8.26190 -13.21292 -11.60893
H 7.87847 -10.92690 -12.60747
H 9.59233 -10.49025 -12.26048
H 8.90587 -10.62889 -9.97995
C 8.74872 -13.00330 -7.19011
C 9.72579 -12.00333 -7.79060
O 9.15539 -10.69922 -7.64859
H 7.73417 -12.89127 -7.56848
H 8.78059 -12.88310 -6.10505
H 9.13806 -14.01870 -7.30818
H 9.87756 -12.28969 -8.84138
H 10.67470 -11.98013 -7.26061
H 8.18165 -10.76078 -7.75745
C 4.37958 -14.30449 -4.77047
C 5.83719 -14.29704 -5.21175
O 6.45269 -13.05150 -4.87512
H 3.90127 -13.35980 -5.05082
H 4.33517 -14.14723 -3.68430
H 3.80566 -15.18383 -5.04466
H 5.82582 -14.38346 -6.30344
H 6.34868 -15.14728 -4.76402
H 6.42418 -12.51715 -5.67218
C 8.62473 -6.89861 -7.87710
C 10.02254 -7.48022 -8.07366
O 10.26723 -8.35803 -6.97376
H 7.93882 -7.62900 -7.45627
H 8.27062 -6.36143 -8.76488
H 8.74004 -6.08273 -7.15645
H 10.83069 -6.75362 -8.06469
H 10.09482 -8.09564 -8.98008
H 9.78806 -9.18468 -7.16693
C 4.40107 -10.40783 -3.68879
C 3.22563 -9.68509 -3.05300
O 3.69464 -9.04748 -1.87310
H 4.05457 -10.90210 -4.59832
H 4.99053 -11.02957 -3.01839
H 5.12821 -9.65090 -4.00871
H 2.43487 -10.41090 -2.82859
H 2.77376 -9.03616 -3.80908
H 3.35867 -8.14765 -1.87103